Record 1
DFT (the ωB97M-V functional and the def2-TZVPD basis) results for 2 unconnected molecules or ions with the total composition C2H4FNO.

Positions of all 9 atoms, in Å:
H  2.1429  0.0582  0.1383
H  1.1011  -1.2850  -0.5839
C  -2.2979  0.8842  -0.0582
F  0.5660  -0.5848  1.2478
H  2.3538  -1.5141  0.8330
H  -2.9671  0.6385  0.7397
N  -1.5269  1.2518  -0.8389
C  1.5293  -0.8454  0.3342
O  -0.9011  1.3964  -1.8120

Cartesian forces (eV/Å) of the 3 atoms listed first:
-0.87 -0.13 -0.27
0.28 0.21 0.51
0.06 0.41 0.68

Computed properties:
- molar mass (g mol⁻¹) = 77.06
- orbital gap (eV) = 11.0
- E_HOMO (eV) = -9.98
- SMILES = C#[N+][O-].CF
- energy (eV) = -8390.04943
- E_LUMO (eV) = 0.967
- relative energy (zero: lowest compared OMol25 entry of this formula, charge and spin) (kcal per mole) = 96.8

Record 2
DFT (the ωB97M-V functional and the def2-TZVPD basis) results for a molecular structure, C46H50N10O7S2TeTl.

Positions of all 117 atoms, in Å:
C  1.5634  -2.0967  0.2139
H  -0.7390  -5.9455  -1.2747
C  -2.5613  -2.2569  1.6279
H  -0.8430  2.9960  -4.2483
C  2.8045  1.5459  5.4137
H  4.8032  2.2991  0.0316
O  -4.7544  -1.6842  -0.4096
H  -3.0144  -3.7307  5.0700
H  3.4323  1.8013  6.2602
O  0.6641  -2.8521  0.6160
H  0.9321  3.9603  3.8713
H  0.1309  -2.1995  -1.8731
H  2.7751  -3.8249  -0.1166
C  1.4450  1.4954  5.5573
H  -3.4104  -8.1057  -2.2912
N  -0.3004  3.7084  2.1637
H  2.9170  0.5995  2.1668
C  -3.5598  0.8987  2.2682
N  1.5342  3.2568  0.9306
C  -2.7693  -6.2129  -1.9237
C  0.3561  -0.4902  -3.1340
N  -1.5043  0.9074  3.4396
N  1.1396  -2.4396  4.1888
C  3.8176  1.8462  -2.6107
H  -1.0622  -3.6086  -0.5700
C  -5.5325  -0.1098  3.2058
C  -1.7087  -5.4772  -1.3996
C  -3.1329  -3.5698  -1.1507
H  -3.2048  0.5923  -4.8851
H  2.8366  3.8708  2.4688
N  1.4650  -0.7606  0.2120
C  0.6338  1.1595  4.4448
H  6.6356  5.3242  -4.4447
H  1.7847  -1.9761  -2.4519
C  -0.6866  -0.3537  -4.0386
C  0.2869  2.9916  1.1387
H  -5.3155  0.5466  1.1558
H  -6.2919  -1.2053  1.2069
C  0.7319  -1.8852  -2.7272
N  -3.5291  -3.1739  1.7918
H  5.0996  4.0104  -0.2724
H  2.3230  0.6848  -4.9924
C  4.8004  2.4636  -4.7392
C  4.5328  2.8992  -2.0243
O  -7.0902  -1.2415  1.7702
C  -3.6614  -3.6818  3.0055
N  -2.3606  -1.5871  0.4868
H  3.4465  3.3872  -0.2161
H  7.2463  3.9268  -5.3297
C  5.4678  3.5372  -4.1705
H  -1.1348  -2.1029  4.5601
H  1.6492  3.1511  -1.6097
C  3.3492  0.4564  -4.7025
H  -5.4463  -0.5511  5.2930
C  5.3326  3.7304  -2.8047
H  5.8623  4.5508  -2.3292
H  -1.1899  -1.2477  -4.3841
C  -2.8681  -3.3214  4.0826
S  -3.3491  -1.8572  -0.7358
S  -0.6887  1.8885  0.2125
C  0.9706  0.6603  -2.6379
H  2.2209  5.1792  1.4563
N  -1.6869  -1.9176  2.6046
H  -3.0215  1.3082  1.4246
C  -4.0163  -5.6082  -2.0546
H  0.5398  -2.5769  -3.5484
H  -1.0356  3.2234  2.6596
C  3.3806  1.2484  4.1683
C  2.8698  -2.7479  -0.2297
O  -7.6513  -0.9683  3.8978
O  -2.8616  -1.0980  -1.8618
C  -2.3179  0.9982  -5.3744
H  -1.2326  1.3315  5.5004
C  -3.6020  0.2997  4.6010
C  -4.1974  -4.2904  -1.6640
H  0.2777  3.9210  -2.3595
H  -5.1690  -3.8207  -1.7317
H  3.1288  -2.5145  -1.2648
C  -4.8540  0.4685  2.1295
H  3.9137  0.2126  -5.6042
H  5.8127  4.7699  -5.9046
Tl  -0.1575  -0.3977  1.6338
H  -4.4509  -4.4186  3.1215
C  -4.9098  -0.1249  4.4540
H  -4.8495  -6.1787  -2.4506
C  -0.4967  2.0104  -3.9550
C  -6.8336  -0.7883  3.0220
C  4.4633  3.1662  -0.5423
H  2.2560  1.6777  -0.2747
H  0.4866  5.4601  3.0393
Te  2.6065  0.4172  -1.3054
H  -1.8045  -7.9974  -1.8728
C  -1.8561  -2.4149  3.8160
N  -2.5746  -7.5425  -2.3408
C  0.7457  4.4077  2.8930
H  -3.1085  0.1734  5.5567
H  3.3118  -0.4398  -4.0806
H  4.4511  1.2473  4.0219
C  1.1040  3.2349  -2.5435
O  2.0807  -3.0239  4.7364
H  1.7667  3.6741  -3.2944
C  2.5323  0.8978  3.1363
H  4.9128  2.2715  -5.8027
C  3.9959  1.6145  -3.9823
O  1.4145  -1.7854  3.1417
H  0.9694  1.7096  6.5071
H  3.6801  -2.3877  0.4053
C  -2.8667  0.7327  3.4795
C  0.5456  1.9291  -3.0351
H  -2.5175  2.0362  -5.6407
C  -0.7778  1.1219  4.5322
H  -2.1597  0.4308  -6.2937
N  1.2116  0.8708  3.2513
C  -1.1336  0.8887  -4.4552
C  1.9514  4.2327  1.9395
C  6.3370  4.4390  -5.0066
C  -1.8846  -4.1603  -1.0123

Cartesian forces (eV/Å) of the 3 atoms listed first:
0.11 -0.09 0.06
0.03 -0.01 0.00
0.02 0.07 0.04

Computed properties:
- molar mass (g mol⁻¹) = 1251.09
- charge = -2
- orbital gap (alpha / beta) (eV) = 4.7 / 6.3
- E_HOMO (alpha / beta) (eV) = -1.09 / -2.72
- 2S+1 = 2
- energy (eV) = -111403.29970
- E_LUMO (alpha / beta) (eV) = 3.621 / 3.620
- <S²> = 0.773

Record 3
DFT (the ωB97M-V functional and the def2-TZVPD basis) results for a molecular structure, C24H44BNP2Pt.

Positions of all 73 atoms, in Å:
C  0.8193  -0.5215  1.7797
H  -1.2189  1.9750  -7.7961
C  0.9557  -0.5933  -5.6609
C  -1.7913  0.1808  -6.7887
C  -0.0082  3.2353  0.7943
H  -2.0055  -2.9562  -0.5615
P  1.0418  1.6885  -3.1258
H  -1.5887  1.0111  2.1732
N  0.6349  3.1034  -0.1708
H  -1.6990  -1.5762  -8.1815
C  -0.5719  -0.7990  1.6788
H  2.1400  3.7087  -3.6417
C  0.6899  0.7927  -5.1651
H  -2.6258  -0.4452  2.1158
H  0.5665  -1.4259  -8.8653
H  0.7886  -0.7217  -2.6609
C  -0.7312  -1.9079  0.7982
H  0.9754  0.5032  3.6340
H  -1.3403  1.8423  -3.7406
H  -0.1094  2.7742  -5.4464
C  0.8328  -3.4120  -0.5868
C  1.5129  -1.4262  0.9334
H  -1.5221  -0.1767  3.4794
H  -2.0510  3.0976  1.8451
H  -2.9586  -0.4758  -1.3060
H  -2.7786  0.1619  -2.9767
H  -2.6212  3.2051  -0.3307
C  -2.2464  -0.0989  -2.0526
H  -3.7238  1.8861  -0.8513
H  -0.7275  3.2356  -2.7633
C  -1.0293  -0.8991  -7.6293
C  -1.6342  -0.0660  2.3891
H  -0.8770  4.6110  2.3719
C  1.4224  0.5195  2.6296
H  -2.1506  -3.4739  1.1241
H  2.4562  -0.1314  -2.4424
C  2.2424  2.9471  -2.8605
H  0.7413  -4.3811  -0.0714
H  3.2293  2.4737  -2.8999
H  3.2542  -1.9644  -0.1824
H  -2.0755  2.1901  -6.2919
C  0.0487  1.8541  -6.0441
H  3.4539  -2.0539  1.5792
C  -2.8508  2.4894  -1.1296
H  2.5013  0.3537  2.7256
H  2.0909  -1.4532  -7.2351
C  1.4523  -0.5738  -7.1082
C  0.3333  -0.5989  -8.1852
H  0.7790  2.1764  -6.8116
Pt  -0.9155  -1.1741  -5.7219
H  -2.8589  -1.9322  0.6208
H  1.8475  -3.3465  -0.9956
C  1.3959  0.1246  -2.2976
H  3.4110  -0.4742  0.7735
H  0.1278  -3.4275  -1.4302
H  -3.0351  3.0161  -2.0752
C  2.9795  -1.4841  0.7640
H  -2.8872  0.0708  -6.8164
C  -1.9982  -2.5958  0.4763
H  2.0931  0.2959  -7.2554
C  -0.7010  2.1398  -2.8834
C  0.5543  -2.2886  0.3325
H  1.7347  1.1935  -5.0901
B  -0.8925  3.4285  2.0717
H  1.9911  3.3165  -1.8586
P  -1.4030  1.3720  -1.3275
C  -1.2911  1.5893  -6.7708
H  1.2554  1.5242  2.2161
H  1.2101  0.2737  -1.2301
H  0.3285  0.3107  -8.7971
H  -1.5208  -0.8947  -2.2692
H  -0.4321  2.7820  3.0025
H  1.5846  -1.1551  -4.9689

Cartesian forces (eV/Å) of the 3 atoms listed first:
-0.02 0.34 0.10
-0.01 -0.13 0.16
-0.08 -0.17 1.15

Computed properties:
- molar mass (g mol⁻¹) = 614.46
- charge = +2
- orbital gap (alpha / beta) (eV) = 5.6 / 4.2
- E_HOMO (alpha / beta) (eV) = -11.45 / -13.98
- 2S+1 = 5
- energy (eV) = -49567.79818
- E_LUMO (alpha / beta) (eV) = -5.898 / -9.774
- <S²> = 6.015
- relative energy (zero: lowest compared OMol25 entry of this formula, charge and spin) (kcal per mole) = 55.1

Record 4
DFT (the ωB97M-V functional and the def2-TZVPD basis) results for a single C4H4O molecule.

Positions of all 9 atoms, in Å:
O  1.5722  0.7743  -1.7437
H  0.7529  -0.4874  1.8830
C  0.8237  0.1150  -1.1816
H  -0.8245  1.2629  0.0068
C  -0.0505  -0.6290  -0.4576
C  0.6186  -0.0111  0.8830
H  -1.6714  0.1088  0.9994
H  -0.4795  -1.5104  -0.8844
C  -0.7415  0.3768  0.4951

Cartesian forces (eV/Å) of the 3 atoms listed first:
-0.06 -0.18 -0.89
0.07 -0.55 -1.42
1.55 0.68 1.58

Computed properties:
- molar mass (g mol⁻¹) = 68.08
- orbital gap (eV) = 8.5
- E_HOMO (eV) = -7.70
- energy (eV) = -6255.44690
- E_LUMO (eV) = 0.828
- relative energy (zero: lowest compared OMol25 entry of this formula, charge and spin) (kcal per mole) = 90.7